(1)
{"formula": "C30H23N4O6S2SeW", "method": "ωB97M-V with the def2-TZVPD basis set", "de_lowest_ev": 3.161, "e_tot_ha": -5092.066020, "gap_ha": [0.2000, 0.1996], "fmax_ev_per_a": 3.1, "e_lumo_ev": [-5.52, -5.54], "molar_mass_g_mol": 862.470, "total_charge": 1, "symbols": ["W", "C", "C", "C", "C", "C", "C", "N", "N", "C", "C", "C", "C", "C", "N", "H", "H", "H", "H", "H", "H", "H", "H", "H", "O", "S", "O", "O", "C", "C", "C", "C", "C", "C", "S", "O", "O", "O", "H", "H", "H", "H", "N", "C", "C", "C", "C", "C", "C", "C", "H", "H", "H", "H", "H", "Se", "C", "C", "C", "C", "C", "C", "H", "H", "H", "H", "H"], "xyz": [[0.1420, -0.6240, 1.0399], [0.2129, 4.6266, -1.1280], [-0.6015, 4.3932, -0.0316], [-0.4085, 3.2738, 0.7708], [0.6051, 2.3848, 0.4460], [1.4240, 2.6050, -0.6575], [1.2274, 3.7318, -1.4415], [0.9190, 1.2389, 1.2468], [0.0772, 1.0537, 2.3056], [0.6960, 0.5607, 3.5240], [-0.1319, 0.1382, 4.5574], [0.4758, -0.2280, 5.7450], [1.8577, -0.1534, 5.8490], [2.5826, 0.2675, 4.7446], [2.0137, 0.6123, 3.5906], [0.0731, 5.5177, -1.7256], [-1.3924, 5.0910, 0.2131], [-1.0324, 3.0913, 1.6336], [2.2197, 1.9019, -0.8703], [1.8767, 3.9193, -2.2871], [-1.2061, 0.1171, 4.4293], [-0.1236, -0.5623, 6.5813], [2.3651, -0.4186, 6.7651], [3.6639, 0.3240, 4.7725], [1.3569, -2.7300, -2.0513], [1.2182, -2.5715, -0.6443], [-0.1932, -2.4546, -0.1456], [1.8097, -1.2878, -0.0974], [1.8623, -4.0042, 0.1754], [1.9949, -5.1226, -0.6291], [2.2801, -6.3567, -0.0527], [2.4165, -6.4708, 1.3161], [2.3002, -5.3463, 2.1293], [2.0309, -4.1163, 1.5668], [2.0710, -2.7051, 2.6387], [0.6800, -2.0519, 2.2563], [2.0146, -3.0897, 4.0057], [3.1406, -1.8860, 2.1818], [1.8712, -5.0276, -1.6976], [2.3766, -7.2282, -0.6848], [2.6185, -7.4341, 1.7636], [2.4290, -5.4139, 3.2009], [-0.2626, 0.0778, -0.9657], [-0.3486, 0.1821, -2.1046], [-0.4604, 0.3605, -3.5114], [-0.4516, -0.7567, -4.3484], [-0.5518, -0.5565, -5.7137], [-0.6576, 0.7324, -6.2226], [-0.6731, 1.8374, -5.3779], [-0.5728, 1.6619, -4.0104], [-0.3535, -1.7490, -3.9297], [-0.5452, -1.4061, -6.3817], [-0.7249, 0.8786, -7.2923], [-0.7639, 2.8339, -5.7870], [-0.5881, 2.5043, -3.3295], [-2.1606, -0.6154, 1.3769], [-3.2931, 1.1008, -0.1738], [-3.2248, 1.2813, -1.5120], [-3.7398, 2.4899, -1.9781], [-4.2943, 3.4061, -1.0976], [-4.3568, 3.1296, 0.2595], [-3.8389, 1.9360, 0.7569], [-2.8355, 0.5403, -2.1937], [-3.7189, 2.6950, -3.0394], [-4.6976, 4.3355, -1.4751], [-4.8124, 3.8348, 0.9407], [-3.8865, 1.7000, 1.8058]], "atomic_forces_ev_per_a": [[0.08, 1.05, -0.58], [-0.03, 0.09, -0.08], [-0.09, -0.14, 0.09], [-0.08, 0.04, -0.07], [0.52, -0.18, -0.15], [0.00, 0.13, -0.04], [0.04, -0.17, 0.03], [-0.23, -0.69, -0.02], [0.00, -1.05, 0.73], [0.55, 0.87, -0.11], [-0.05, 0.10, -0.08], [0.02, -0.03, -0.03], [0.00, 0.01, -0.01], [-0.04, -0.08, -0.04], [-0.06, 0.06, 0.21], [-0.01, 0.00, -0.01], [0.03, 0.01, 0.02], [0.05, 0.02, 0.05], [0.03, 0.02, 0.02], [0.01, -0.01, 0.01], [0.01, 0.03, 0.01], [0.01, 0.00, 0.00], [0.01, -0.02, 0.00], [0.00, -0.01, 0.03], [0.10, -0.01, 0.03], [-0.43, -0.22, -0.08], [0.18, -0.23, -0.21], [-0.06, -0.16, 0.01], [0.06, 0.08, 0.08], [0.06, 0.01, 0.05], [-0.02, 0.00, -0.01], [0.00, -0.01, 0.00], [0.05, 0.03, -0.02], [-0.09, 0.04, -0.04], [0.46, 0.04, 0.16], [0.32, 1.04, 0.00], [-0.28, -0.28, -0.12], [-0.03, 0.11, 0.01], [-0.03, 0.00, -0.01], [0.02, 0.00, -0.01], [0.02, 0.00, 0.01], [-0.01, -0.01, 0.01], [0.04, -0.18, 0.11], [0.15, 0.18, 0.23], [0.02, 0.03, -0.01], [0.01, 0.04, -0.03], [0.00, 0.01, 0.02], [0.01, 0.00, 0.01], [-0.01, -0.02, 0.01], [-0.06, -0.02, -0.02], [0.02, 0.00, 0.02], [0.01, 0.00, -0.01], [-0.02, 0.00, 0.00], [0.02, 0.01, -0.01], [0.05, -0.02, 0.00], [-2.26, 0.53, -2.11], [0.84, -0.61, 2.27], [0.42, -0.72, -0.44], [-0.21, 0.11, 0.10], [0.02, 0.02, -0.04], [-0.13, -0.04, -0.11], [-0.16, 0.20, 0.10], [0.02, 0.03, -0.01], [0.00, -0.07, -0.05], [0.02, 0.02, -0.01], [0.01, 0.00, 0.06], [0.08, 0.05, 0.08]]}

***

(2)
{"formula": "C30H23N5SbSe4Tc", "method": "ωB97M-V with the def2-TZVPD basis set", "e_tot_ha": -11357.040233, "gap_ha": 0.1965, "fmax_ev_per_a": 0.3, "e_lumo_ev": -8.21, "molar_mass_g_mol": 989.149, "total_charge": 2, "symbols": ["Tc", "C", "C", "C", "C", "C", "C", "N", "C", "C", "C", "C", "C", "C", "N", "N", "C", "C", "C", "C", "C", "N", "H", "H", "H", "H", "H", "H", "H", "H", "H", "H", "H", "H", "H", "Se", "Sb", "Se", "Se", "Se", "N", "C", "C", "C", "C", "C", "C", "C", "C", "C", "C", "C", "C", "C", "H", "H", "H", "H", "H", "H", "H", "H", "H", "H"], "xyz": [[-1.1165, 1.2473, -0.5312], [3.0501, -1.5927, -2.5498], [3.5188, -0.4572, -1.8959], [2.6586, 0.5871, -1.6152], [1.3161, 0.4793, -1.9845], [0.8404, -0.6579, -2.6333], [1.7151, -1.6914, -2.9210], [0.3893, 1.4975, -1.6460], [0.8099, 2.8526, -1.7974], [1.6339, 3.3035, -2.8150], [1.9573, 4.6535, -2.8562], [1.4836, 5.5497, -1.8974], [0.6637, 5.1114, -0.8747], [0.3342, 3.7625, -0.8429], [-0.4858, 3.1355, 0.1056], [-0.9023, 3.7043, 1.1293], [-1.7014, 2.8493, 1.9073], [-2.1637, 3.2879, 3.1295], [-2.9051, 2.4009, 3.9016], [-3.1365, 1.1233, 3.4222], [-2.6437, 0.7613, 2.1756], [-1.9517, 1.6135, 1.4176], [3.7328, -2.4012, -2.7756], [4.5578, -0.3900, -1.6032], [3.0138, 1.4662, -1.0908], [-0.1996, -0.7041, -2.9336], [1.3583, -2.5692, -3.4430], [2.0061, 2.6175, -3.5644], [2.5921, 5.0168, -3.6532], [1.7563, 6.5940, -1.9568], [0.2826, 5.7848, -0.1195], [-1.9317, 4.2918, 3.4551], [-3.2886, 2.7059, 4.8656], [-3.7041, 0.4033, 3.9945], [-2.8239, -0.2195, 1.7568], [-6.1331, -3.5192, -0.5830], [-4.8302, -2.2352, -1.9846], [-2.8653, 0.9417, -2.0785], [-4.5038, -0.0186, -0.7355], [-3.7029, -2.2934, -4.0109], [-0.5842, -0.3172, 0.1632], [-0.0860, -1.3801, 0.6250], [1.1888, -1.2735, 1.3837], [1.4345, -0.1675, 2.1941], [2.6488, -0.0412, 2.8462], [3.6295, -1.0108, 2.6754], [3.3913, -2.1078, 1.8593], [2.1712, -2.2456, 1.2148], [-0.7570, -2.6793, 0.3903], [-1.4654, -2.9116, -0.7891], [-2.1011, -4.1270, -0.9824], [-2.0600, -5.1017, 0.0083], [-1.3762, -4.8631, 1.1912], [-0.7159, -3.6581, 1.3817], [0.6601, 0.5786, 2.3358], [2.8302, 0.8037, 3.4970], [4.5782, -0.9138, 3.1860], [4.1554, -2.8621, 1.7286], [1.9857, -3.0992, 0.5759], [-1.4977, -2.1548, -1.5640], [-2.6183, -4.3209, -1.9138], [-2.5634, -6.0470, -0.1441], [-1.3507, -5.6170, 1.9662], [-0.1784, -3.4761, 2.3030]], "atomic_forces_ev_per_a": [[0.08, -0.06, 0.03], [0.00, -0.01, 0.00], [0.00, -0.01, 0.01], [0.00, 0.02, 0.02], [0.06, -0.06, -0.03], [-0.02, 0.03, -0.01], [0.02, -0.01, -0.01], [-0.12, 0.05, 0.18], [0.03, 0.01, -0.03], [0.01, -0.01, -0.03], [0.00, -0.01, -0.01], [-0.01, 0.01, 0.01], [0.01, 0.01, 0.01], [0.01, 0.02, -0.01], [0.00, 0.06, -0.09], [-0.03, 0.01, 0.07], [-0.01, 0.02, 0.00], [0.00, 0.00, 0.00], [0.00, 0.00, 0.00], [-0.01, 0.01, 0.00], [-0.01, -0.01, 0.00], [0.04, 0.03, 0.03], [-0.01, 0.00, 0.00], [0.00, 0.00, 0.00], [-0.01, -0.02, -0.02], [-0.01, -0.01, 0.00], [0.00, 0.00, 0.00], [-0.01, 0.02, 0.02], [0.00, 0.00, 0.00], [0.00, 0.00, 0.00], [0.00, 0.00, 0.00], [0.01, 0.00, 0.00], [0.00, 0.00, 0.00], [0.01, 0.00, 0.00], [0.02, 0.00, 0.01], [-0.09, -0.03, 0.02], [-0.01, -0.05, -0.04], [-0.03, -0.07, -0.02], [0.01, 0.12, 0.01], [0.00, 0.08, -0.01], [-0.15, -0.04, -0.24], [0.13, 0.05, 0.11], [0.00, -0.01, -0.02], [0.00, 0.00, 0.02], [-0.01, 0.01, 0.01], [0.01, -0.01, -0.01], [0.01, 0.01, 0.00], [-0.03, -0.03, 0.03], [-0.05, -0.05, 0.05], [0.00, -0.01, 0.00], [0.04, -0.02, 0.01], [-0.02, 0.00, 0.04], [-0.02, -0.01, -0.03], [0.01, 0.02, -0.04], [0.01, 0.00, 0.00], [0.00, 0.00, -0.01], [0.00, 0.00, 0.00], [0.00, 0.00, 0.00], [-0.01, -0.01, 0.00], [0.04, 0.02, -0.02], [0.07, -0.06, 0.00], [0.01, 0.00, -0.01], [0.00, 0.00, -0.01], [0.02, 0.01, 0.00]]}

***

(3)
{"formula": "C30H24AuF12NO4Se", "method": "ωB97M-V with the def2-TZVPD basis set", "de_lowest_ev": 0.441, "e_tot_ha": -5248.908792, "gap_ha": [0.2060, 0.1871], "fmax_ev_per_a": 1.7, "s2": 2.01, "spin_multiplicity": 3, "e_lumo_ev": [4.18, 3.55], "molar_mass_g_mol": 966.428, "total_charge": -2, "symbols": ["Au", "C", "C", "C", "C", "C", "N", "C", "C", "C", "C", "C", "C", "C", "C", "O", "C", "F", "F", "F", "C", "F", "F", "F", "C", "C", "C", "O", "C", "F", "F", "F", "C", "F", "F", "F", "H", "H", "H", "H", "H", "H", "H", "H", "H", "H", "H", "H", "O", "C", "O", "H", "C", "C", "C", "C", "C", "C", "Se", "C", "C", "C", "H", "H", "H", "H", "H", "H", "H", "H", "H", "H", "H"], "xyz": [[0.1132, -0.2309, 0.0951], [3.4855, 4.7524, 3.6474], [2.6102, 3.9958, 2.6883], [1.3672, 4.4808, 2.2980], [0.5805, 3.7550, 1.4420], [0.9906, 2.5146, 0.9030], [0.1190, 1.8351, 0.1295], [-0.7698, 2.4714, -0.6769], [-0.3006, 3.4994, -1.5230], [-1.1366, 4.1905, -2.3646], [-2.4921, 3.8866, -2.4144], [-3.4449, 4.6342, -3.3031], [-2.9626, 2.8540, -1.6136], [-2.1408, 2.1404, -0.7554], [-2.7598, 1.0986, 0.1782], [-1.9668, 0.1867, 0.7441], [-3.4230, 1.9198, 1.3317], [-4.0759, 1.1561, 2.2159], [-4.3359, 2.8447, 0.9292], [-2.5180, 2.6189, 2.0189], [-3.9105, 0.3148, -0.5422], [-3.5806, -0.0401, -1.7934], [-4.2226, -0.8056, 0.1066], [-5.1031, 0.9679, -0.6683], [2.2603, 2.0272, 1.2878], [3.0219, 2.7731, 2.1788], [2.8613, 0.7629, 0.6528], [2.2050, 0.2071, -0.3740], [4.2579, 1.1529, 0.0646], [4.7831, 0.2069, -0.7148], [4.1793, 2.2582, -0.6970], [5.2363, 1.4248, 0.9668], [3.1426, -0.3346, 1.7385], [2.0885, -1.1078, 1.9723], [3.5104, 0.1328, 2.9586], [4.1518, -1.1562, 1.3920], [3.3080, 5.8252, 3.5729], [4.5357, 4.5522, 3.4415], [3.2807, 4.4437, 4.6746], [1.0030, 5.4228, 2.6899], [-0.4036, 4.1114, 1.1737], [0.7569, 3.7252, -1.4860], [-0.7346, 4.9745, -2.9969], [-2.9940, 5.5534, -3.6722], [-4.3532, 4.8826, -2.7560], [-3.7311, 4.0227, -4.1599], [-4.0195, 2.6422, -1.6574], [3.9837, 2.4072, 2.5018], [1.6731, -3.2579, -0.7224], [0.5410, -3.2522, -0.2961], [-0.2489, -2.3149, 0.0038], [0.0371, -4.2605, -0.1198], [0.3115, -0.1936, 9.1781], [0.0584, -0.1459, 7.6966], [-0.5224, 0.9598, 7.0929], [-0.7527, 1.0006, 5.7280], [-1.4051, 2.1898, 5.0978], [-0.3918, -0.0913, 4.9233], [-0.7991, -0.0235, 3.0218], [0.2000, -1.2121, 5.5240], [0.6033, -2.3812, 4.6839], [0.4105, -1.2229, 6.8937], [-0.1329, 0.6646, 9.6799], [1.3827, -0.1941, 9.3841], [-0.1068, -1.1018, 9.6123], [-0.8136, 1.8088, 7.7003], [-1.6014, 2.9761, 5.8262], [-2.3472, 1.8892, 4.6376], [-0.7756, 2.5769, 4.2945], [-0.1326, -2.5351, 3.8963], [0.7003, -3.2890, 5.2795], [1.5542, -2.1823, 4.1920], [0.8658, -2.0932, 7.3510]], "atomic_forces_ev_per_a": [[0.07, 0.15, -0.62], [-0.15, -0.13, 0.03], [0.18, -0.02, -0.03], [0.11, -0.06, 0.02], [-0.04, 0.00, -0.09], [0.37, 0.40, 0.43], [0.03, -0.85, 0.06], [-0.45, 0.44, -0.55], [0.02, -0.15, 0.15], [-0.13, 0.06, -0.02], [-0.10, -0.07, 0.06], [0.07, -0.15, 0.00], [0.23, 0.39, -0.31], [0.23, -0.08, -0.05], [-0.46, 0.24, 0.18], [-0.20, -0.40, -0.07], [-0.40, 0.53, 0.08], [-0.06, -0.46, 0.18], [-0.05, 0.04, -0.23], [0.46, -0.02, 0.06], [-0.55, -0.26, -0.24], [0.34, -0.07, -0.14], [0.13, -0.19, 0.20], [-0.06, 0.29, 0.02], [-0.17, -0.03, -0.04], [-0.21, 0.37, 0.22], [0.43, -0.12, 0.15], [-0.08, -0.32, -0.21], [0.53, 0.16, -0.37], [-0.15, -0.26, -0.25], [-0.31, 0.17, -0.13], [0.05, -0.01, 0.49], [0.60, -0.18, 0.53], [-0.42, -0.12, -0.11], [0.01, 0.36, 0.17], [0.01, -0.17, -0.31], [0.05, 0.08, 0.04], [0.11, 0.06, 0.04], [0.07, 0.07, 0.14], [-0.02, 0.11, 0.04], [-0.06, 0.05, 0.01], [0.04, 0.01, 0.00], [0.02, 0.06, -0.03], [-0.01, 0.10, -0.06], [-0.11, 0.10, -0.03], [-0.08, 0.04, -0.14], [-0.09, -0.09, 0.05], [0.05, -0.04, -0.06], [0.78, 0.27, -0.28], [-0.46, -1.60, 0.12], [-0.53, 0.97, 0.32], [0.20, 0.41, -0.08], [0.01, 0.02, -0.08], [0.00, -0.06, -0.03], [0.02, -0.08, 0.18], [0.05, -0.01, -0.27], [-0.06, 0.05, -0.01], [-0.17, 0.11, -0.30], [0.33, -0.17, 1.09], [-0.11, -0.05, -0.22], [0.02, -0.09, 0.02], [0.03, 0.14, 0.11], [-0.01, 0.04, 0.05], [0.06, 0.02, 0.08], [-0.02, -0.04, 0.08], [-0.02, 0.08, 0.06], [0.00, 0.04, 0.06], [-0.06, 0.15, -0.04], [-0.04, 0.08, -0.04], [0.01, -0.10, -0.09], [0.03, -0.03, 0.05], [0.06, -0.04, -0.08], [0.04, -0.12, 0.02]]}